Record 1
{
  "formula": "C16H31NP2SZr",
  "method": "ωB97M-V with the def2-TZVPD basis set",
  "max_force_ev_per_a": 6.02,
  "molar_mass_g_mol": 422.7,
  "e_lumo_ev": [-10.099, -10.092],
  "charge": 2,
  "orbital_gap_ev": [3.4, 3.4],
  "elements": ["P", "P", "C", "C", "H", "H", "H", "H", "C", "H", "H", "H", "C", "H", "H", "H", "C", "H", "H", "H", "C", "H", "H", "H", "Zr", "C", "C", "C", "C", "C", "C", "C", "C", "C", "H", "H", "H", "H", "H", "H", "H", "H", "H", "H", "H", "H", "H", "H", "H", "S", "C", "N"],
  "positions_angstrom": [[-0.150, -1.444, -2.111], [0.279, 1.689, -1.927], [-0.344, -0.456, -3.671], [0.398, 0.885, -3.605], [-1.426, -0.316, -3.824], [0.033, -1.071, -4.498], [1.471, 0.765, -3.819], [-0.016, 1.592, -4.334], [-1.425, 2.382, -2.120], [-1.615, 3.098, -1.308], [-2.179, 1.584, -2.071], [-1.492, 2.898, -3.088], [1.222, 3.233, -2.217], [0.803, 3.774, -3.078], [2.275, 2.983, -2.403], [1.151, 3.859, -1.316], [-1.088, -2.969, -2.452], [-0.954, -3.650, -1.599], [-0.719, -3.447, -3.371], [-2.154, -2.723, -2.553], [1.559, -2.041, -2.427], [2.281, -1.221, -2.341], [1.608, -2.471, -3.435], [1.816, -2.814, -1.694], [-0.042, -0.316, 3.461], [0.923, 1.369, 2.158], [-0.467, 1.537, 2.112], [-1.361, 1.034, 0.998], [-1.973, -0.410, 1.123], [-1.092, -1.455, 1.781], [0.286, -1.568, 1.546], [1.039, -0.680, 0.589], [1.713, 0.614, 1.112], [1.209, -1.718, 4.667], [1.527, 1.996, 2.830], [-0.928, 2.305, 2.748], [-0.832, 1.090, 0.026], [-2.209, 1.734, 0.885], [-2.926, -0.318, 1.677], [-2.267, -0.737, 0.102], [-1.626, -2.306, 2.219], [0.821, -2.454, 1.901], [0.350, -0.348, -0.219], [1.809, -1.282, 0.087], [2.706, 0.341, 1.511], [1.922, 1.260, 0.229], [1.977, -1.311, 5.334], [1.679, -2.492, 4.043], [0.477, -2.241, 5.310], [-2.229, 0.069, 4.636], [-1.240, 0.825, 5.776], [-0.582, 1.342, 6.620]],
  "mulliken_charge": [1.171, 0.900, -1.246, -1.142, 0.380, 0.612, 0.419, 0.581, -1.469, 0.370, 0.363, 0.492, -1.261, 0.428, 0.410, 0.376, -1.249, 0.372, 0.415, 0.391, -1.627, 0.361, 0.481, 0.411, 0.566, -0.784, -0.385, 0.924, -0.835, -0.653, -0.719, 1.383, -1.035, -1.139, 0.685, 0.615, -1.571, 0.788, 0.538, 0.441, 0.552, 0.962, -2.042, 0.804, 0.533, 0.244, 0.437, 0.382, 0.409, -0.177, 0.470, -0.332]
}

---

Record 2
{
  "formula": "C2H10N6",
  "method": "ωB97M-V with the def2-TZVPD basis set",
  "max_force_ev_per_a": 1.74,
  "smiles": "[H]/N=N/NC.C=NNN",
  "molar_mass_g_mol": 118.1,
  "e_lumo_ev": 0.993,
  "orbital_gap_ev": 8.7,
  "elements": ["C", "N", "N", "N", "H", "H", "H", "H", "H", "N", "N", "C", "N", "H", "H", "H", "H", "H"],
  "positions_angstrom": [[-0.813, -1.932, 0.761], [-0.300, -1.264, -0.411], [0.935, -0.856, -0.542], [1.702, -1.018, 0.458], [-0.857, -1.188, -1.242], [2.644, -0.728, 0.173], [-1.610, -1.352, 1.231], [0.025, -2.031, 1.450], [-1.198, -2.920, 0.502], [0.264, 1.331, 0.192], [1.513, 1.899, 0.520], [-1.549, 1.372, -1.141], [-0.353, 1.721, -0.891], [-0.245, 0.999, 1.012], [1.865, 2.331, -0.332], [2.134, 1.126, 0.774], [-2.188, 0.825, -0.441], [-1.970, 1.685, -2.073]],
  "mulliken_charge": [-0.798, 0.062, 0.062, -0.809, 0.292, 0.282, 0.247, 0.321, 0.336, 0.492, -0.724, -0.525, -0.598, 0.246, 0.292, 0.266, 0.286, 0.269]
}

---

Record 3
{
  "formula": "CH2N2OS2",
  "method": "ωB97M-V with the def2-TZVPD basis set",
  "max_force_ev_per_a": 1.67,
  "molar_mass_g_mol": 122.2,
  "e_lumo_ev": [-1.088, -3.820],
  "orbital_gap_ev": [9.2, 4.2],
  "elements": ["C", "N", "N", "O", "S", "S", "H", "H"],
  "positions_angstrom": [[-2.825, 0.399, -1.240], [-3.571, 0.304, -2.118], [1.331, -0.758, 0.602], [2.819, 1.175, 1.054], [-1.691, 0.434, -0.063], [1.463, 0.742, 1.248], [2.070, -1.156, 0.045], [0.404, -1.140, 0.472]],
  "mulliken_charge": [0.296, -0.311, -0.357, -0.469, -0.180, 0.504, 0.268, 0.249]
}

---

Record 4
{
  "formula": "C13H20IMnN2O2S4",
  "method": "ωB97M-V with the def2-TZVPD basis set",
  "max_force_ev_per_a": 0.08,
  "s_squared": 0.774,
  "molar_mass_g_mol": 546.4,
  "e_lumo_ev": [-2.225, -2.216],
  "charge": 1,
  "multiplicity": 2,
  "orbital_gap_ev": [8.2, 8.0],
  "elements": ["Mn", "C", "C", "S", "C", "C", "S", "C", "C", "S", "H", "H", "H", "H", "H", "H", "H", "H", "H", "H", "H", "H", "O", "N", "C", "C", "C", "C", "C", "S", "H", "H", "H", "H", "N", "C", "O", "C", "I", "H", "H", "H", "H"],
  "positions_angstrom": [[0.058, 0.189, 0.760], [-1.586, 2.947, 1.079], [-0.743, 3.329, -0.139], [0.308, 1.978, -0.773], [1.989, 2.635, -0.449], [2.910, 1.606, 0.193], [2.210, 0.627, 1.546], [1.903, 1.814, 2.886], [0.702, 2.735, 2.710], [-0.783, 1.798, 2.217], [-2.478, 2.400, 0.775], [-1.902, 3.841, 1.617], [-0.090, 4.174, 0.073], [-1.401, 3.637, -0.949], [1.897, 3.520, 0.176], [2.412, 2.952, -1.402], [3.829, 2.086, 0.530], [3.190, 0.841, -0.533], [2.808, 2.396, 3.063], [1.759, 1.171, 3.756], [0.897, 3.495, 1.958], [0.495, 3.247, 3.650], [-0.120, -1.198, 2.099], [-1.371, -1.607, 2.398], [-1.504, -2.351, 3.519], [-2.713, -2.874, 3.870], [-3.814, -2.628, 3.040], [-3.655, -1.868, 1.911], [-2.402, -1.330, 1.567], [-2.120, -0.402, 0.151], [-0.588, -2.481, 4.074], [-2.797, -3.465, 4.769], [-4.785, -3.033, 3.289], [-4.482, -1.658, 1.249], [0.819, -2.597, -2.271], [0.854, -2.200, -0.999], [0.887, -0.995, -0.718], [0.943, -3.267, 0.056], [-0.789, -4.510, 0.098], [0.710, -1.907, -2.996], [0.725, -3.570, -2.508], [1.020, -2.797, 1.028], [1.790, -3.920, -0.141]],
  "mulliken_charge": [0.233, -0.718, -0.718, 0.045, -0.730, -0.786, -0.041, -0.802, -0.668, 0.049, 0.427, 0.470, 0.410, 0.449, 0.373, 0.502, 0.590, 0.349, 0.521, 0.417, 0.215, 0.526, -0.539, 0.614, -0.331, -0.723, -0.265, -0.768, 0.520, -0.425, 0.448, 0.445, 0.415, 0.434, -0.353, 0.624, -0.481, -1.054, 0.103, 0.256, 0.214, 0.199, 0.555]
}

---

What is the formula in the fourth record? C13H20IMnN2O2S4

---

What is the formula in the fourth record? C13H20IMnN2O2S4